1.
A molecular structure, C18H41N2OP3STb. Source: OMol25; level of theory: ωB97M-V with the def2-TZVPD basis set.

```
67
Properties=species:S:1:pos:R:3
Tb -0.296 -0.235 1.235
S -1.809 0.165 3.391
P 1.944 1.034 2.543
P 1.678 -0.536 -0.716
P -1.085 2.033 -0.136
O -2.029 -0.075 -3.709
N -0.008 -0.846 5.212
N -1.465 0.768 5.951
C 3.469 0.024 2.773
C -3.673 -2.316 -6.040
C -2.903 -3.468 -5.799
C -3.319 -1.097 -5.452
C -2.192 -1.080 -4.612
C 0.725 -0.763 -2.260
C 2.549 -2.139 -0.633
C -0.891 -2.733 0.803
C -2.484 1.685 -1.263
C 2.676 2.617 1.941
C -0.008 -2.747 1.867
C 1.794 1.584 4.289
C -0.039 3.118 -1.173
C -1.044 0.007 4.934
C -1.890 3.242 0.966
C 2.998 0.618 -1.197
C -1.690 -3.380 -5.100
C -1.276 -2.137 -4.588
H -2.159 1.490 5.773
H -0.297 -1.985 -4.138
H 1.852 -2.945 -0.367
H -1.965 -2.545 0.947
H -1.046 -4.257 -4.957
H -2.865 2.613 -1.711
H 3.343 -2.098 0.123
H -3.889 -0.174 -5.583
H -1.058 0.700 6.879
H 1.593 0.737 4.955
H -2.609 2.731 1.617
H -0.073 -1.500 -2.096
H 1.381 -1.140 -3.057
H 1.064 -2.913 1.685
H -1.130 3.717 1.596
H -0.629 3.990 -1.490
H 2.990 -2.350 -1.616
H 0.991 2.319 4.399
H 0.825 3.452 -0.582
H 3.883 -0.290 1.806
H 3.104 2.500 0.939
H -4.551 -2.362 -6.683
H 2.741 2.062 4.573
H 0.254 0.170 -2.596
H 1.906 3.399 1.908
H 0.316 -1.484 4.498
H -0.616 -3.137 -0.180
H 3.755 0.676 -0.405
H -0.349 -2.907 2.907
H 4.226 0.608 3.317
H -2.104 1.012 -2.037
H -3.233 -4.435 -6.188
H -2.395 3.993 0.343
H 3.474 0.270 -2.123
H 0.054 -1.184 6.164
H 2.583 1.619 -1.361
H 0.341 2.573 -2.048
H 3.466 2.945 2.633
H -3.294 1.164 -0.737
H 3.222 -0.868 3.363
H -2.835 0.493 -3.697
```

Summary:
- ⟨S²⟩: 12.68
- Total charge: +3
- HOMO energy (spin up / spin down): -14.4341 / -14.4342 eV
- Calculated total energy: -3140.97020 hartree
- Kohn-Sham gap (spin up / spin down): 3.5 / 3.7 eV
- 2S+1: 7

---

2.
3 unconnected molecules or ions with the total composition C18H42. Source: OMol25; level of theory: ωB97M-V with the def2-TZVPD basis set.

```
60
Properties=species:S:1:pos:R:3
C -2.741 2.313 -2.076
C 0.718 -2.792 4.480
C 1.972 -3.476 5.014
C 1.391 4.627 -1.035
C 2.189 2.245 -0.399
C -1.648 -1.455 -2.614
C -2.569 -0.212 -2.434
C -0.738 -1.594 1.871
C -2.190 -1.092 1.573
C -2.718 3.070 -3.375
C -0.182 -0.903 3.093
C -1.868 1.143 -2.074
C -2.349 -2.793 -2.885
C 3.161 -1.511 -0.514
C 3.283 -0.007 -0.164
C 1.204 3.158 -1.182
C 1.118 -1.561 3.589
C 2.104 0.786 -0.815
H 3.254 2.582 -0.907
H -2.719 2.499 -4.179
H -3.459 -0.369 -1.824
H -1.037 -0.938 3.883
H 3.332 0.238 0.975
H 2.552 -2.852 5.527
H -3.550 3.820 -3.634
H -0.947 1.486 -2.572
H 2.131 -1.698 -0.287
H -3.002 -2.605 -3.686
H 2.991 -3.891 4.348
H -0.268 -1.655 1.116
H 1.889 -1.881 2.727
H 1.619 -4.411 5.722
H 4.287 0.356 -0.633
H 1.351 3.053 -2.259
H 1.736 -0.785 4.239
H -0.716 -2.672 2.053
H 0.010 -3.498 4.080
H 1.353 4.895 -0.008
H 0.565 5.335 -1.255
H 2.345 4.973 -1.389
H -0.607 -1.352 -1.904
H -3.122 -3.168 -2.018
H -1.707 -3.760 -3.085
H -3.815 2.123 -1.574
H 3.259 -1.533 -1.448
H -2.459 -1.490 0.493
H 0.325 2.822 -0.734
H -0.001 0.053 2.728
H -2.867 -1.312 2.339
H 0.039 -2.461 5.315
H -1.446 1.046 -0.930
H -3.153 -0.157 -3.325
H 2.297 2.522 0.470
H -1.762 3.779 -3.339
H -2.310 0.026 1.518
H 1.992 0.776 -2.050
H 3.713 -2.152 0.115
H 1.274 0.462 -0.312
H -1.104 -1.100 -3.391
H -2.404 2.948 -0.958
```

Summary:
- Relative energy (zero: lowest compared OMol25 entry of this formula, charge and spin): 7.657 eV
- Total charge: 0
- HOMO energy: -9.9377 eV
- Calculated total energy: -710.65013 hartree
- Kohn-Sham gap: 10.8 eV
- SMILES string: CCCCCC.CCCCCC.CCCCCC

---

3.
4 unconnected molecules or ions with the total composition C18H42BrNO7S. Source: OMol25; level of theory: ωB97M-V with the def2-TZVPD basis set.

```
70
Properties=species:S:1:pos:R:3
Br 0.634 -2.044 -1.443
S -0.788 -1.802 -5.234
O -1.503 -2.884 -5.791
O -0.677 4.700 -0.471
O -0.068 -0.884 -6.055
O 0.977 0.687 1.395
O -1.733 -0.963 -4.275
O -1.885 -2.283 3.592
O 0.146 -2.334 -4.074
N 1.585 -0.544 -3.613
C -2.928 5.626 -0.082
C -4.123 -2.934 4.395
C 4.880 -1.453 -3.315
C 2.295 -1.131 2.385
C 4.366 -0.253 -4.124
C -0.934 -0.415 -3.216
C -1.145 -3.047 4.529
C -0.988 3.364 -0.118
C 0.413 -1.216 -3.170
C -1.738 5.465 -1.012
C -0.413 1.147 3.380
C -1.466 2.509 -1.281
C -3.157 -2.794 3.232
C 2.171 0.352 2.077
C -0.236 0.398 2.072
C 2.326 0.293 -2.648
C 3.649 0.777 -3.253
C -0.826 -4.458 4.066
H -1.719 3.342 0.699
H 2.966 0.649 1.392
H 1.733 1.171 -2.359
H -0.219 -2.489 4.670
H 4.919 -2.349 -3.935
H -5.092 -3.275 4.030
H -4.258 -1.976 4.899
H -3.550 -2.075 2.512
H -3.776 -3.659 5.133
H -1.391 0.914 3.803
H -1.627 1.485 -0.939
H 2.295 0.951 2.986
H -2.062 5.052 -1.975
H -0.284 -4.438 3.120
H -0.206 -4.958 4.811
H -3.411 4.673 0.138
H -2.617 6.074 0.863
H -1.726 -5.059 3.928
H 2.526 -0.299 -1.761
H 3.504 1.718 -3.789
H -2.404 2.869 -1.706
H 3.728 -0.596 -4.938
H -3.054 -3.749 2.703
H -1.018 0.696 1.371
H 4.304 1.010 -2.405
H -0.715 2.500 -2.074
H -1.654 -3.068 5.499
H 1.531 -1.478 3.082
H 1.292 0.065 -4.373
H 0.340 0.868 4.118
H -0.766 0.649 -3.384
H -1.501 -0.567 -2.302
H 5.895 -1.267 -2.957
H 3.271 -1.348 2.821
H -0.060 2.947 0.275
H -0.353 -0.678 2.233
H -0.345 2.225 3.219
H -3.674 6.274 -0.545
H -1.298 6.441 -1.219
H 5.219 0.246 -4.591
H 2.189 -1.697 1.459
H 4.241 -1.673 -2.458
```

Summary:
- Relative energy (zero: lowest compared OMol25 entry of this formula, charge and spin): 0.000 eV
- Total charge: 0
- HOMO energy: -9.7645 eV
- Calculated total energy: -4264.58704 hartree
- Kohn-Sham gap: 10.2 eV
- SMILES string: CCCCN[C@@]1(Br)COS(=O)(=O)O1.CCOCC.CCOCC.CCOCC